Entry 1:
A structure of composition C8H12N2O2 at a distorted geometry. Source: the Open Molecules 2025 dataset; level of theory: the ωB97M-V functional and the def2-TZVPD basis.

Geometry (Å):
C 3.3685 1.2090 0.3102
C 0.0797 0.1640 -0.5996
C -1.3276 0.8587 -0.8839
C -2.1419 0.8893 0.4461
C -2.4152 -0.4513 0.9566
C 0.0863 -1.2729 -0.6528
C 1.3650 -1.7460 -0.3482
C 2.4911 -1.0090 0.0182
H 3.3206 1.9933 1.1336
H 4.0140 0.7012 0.8241
H 3.5083 1.8970 -0.4081
H -1.2078 2.0777 -1.1508
H -1.9967 0.5440 -2.0012
H -1.6016 1.2956 1.2198
H -3.2071 1.6458 -0.0794
H -1.4166 -1.1489 1.2782
H -3.5573 -0.5008 1.8274
H -3.7672 -0.7670 -0.4354
H -0.8379 -1.9552 -1.2538
H 1.2467 -2.7130 -0.2488
N 2.2694 0.2572 0.0419
N 1.1403 0.9143 -0.3176
O -3.0259 -1.3630 0.0473
O 3.6128 -1.5199 0.2761

The value obtained for the calculated total energy is -15557.3439 eV. Its HOMO-LUMO gap is 8.7673 eV. The spin multiplicity is 1. Its energy above the lowest of the compared OMol25 structures with the same formula, charge and spin is 220.6 kcal per mole. As for the highest occupied orbital energy: -0.328 hartree. As for the largest force on an atom: 6.85 eV Å⁻¹.

=====

Entry 2:
A structure of composition C8H12N2O3PdS at a distorted geometry. Source: the Open Molecules 2025 dataset; level of theory: the ωB97M-V functional and the def2-TZVPD basis.

Geometry (Å):
O -0.4617 -1.0714 2.2829
C -0.2293 -0.8477 1.1790
Pd 0.1333 -0.1532 -0.6459
C -1.3511 -0.9740 -1.6679
C 1.9106 -0.9177 -1.0014
O -2.2837 -1.3659 -2.2155
O 2.9976 -1.2721 -1.1361
C -2.4746 3.1105 -0.3364
N -1.4183 3.4929 0.5912
C -1.8457 4.1396 1.8327
C -0.1554 3.0981 0.3571
S 0.2191 2.2501 -1.0984
N 0.8274 3.4319 1.2431
C 0.9442 4.8223 1.7224
C 2.0955 2.7045 1.2088
H -3.3524 3.7006 -0.0647
H -2.7267 2.0374 -0.2812
H -2.1852 3.3539 -1.3664
H -1.2876 3.7683 2.6974
H -1.7453 5.2307 1.7520
H -2.9104 3.9233 1.9605
H 0.5863 4.8877 2.7624
H 2.0100 5.0935 1.7169
H 0.4025 5.5344 1.0798
H 1.9184 1.6241 1.2716
H 2.6705 2.9093 0.2945
H 2.6866 3.0270 2.0733

The value obtained for the calculated total energy is -31909.2743 eV. Its expectation value of S² is 2.009. Its HOMO-LUMO gap (alpha / beta) is 9.3628 / 5.7488 eV. The spin multiplicity is 3. Its charge is +2. As for the highest occupied orbital energy (alpha / beta): -0.623 / -0.620 hartree. As for the largest force on an atom: 6.10 eV Å⁻¹.

=====

Entry 3:
A structure of composition C8H12N2O5V. Source: the Open Molecules 2025 dataset; level of theory: the ωB97M-V functional and the def2-TZVPD basis.

Geometry (Å):
V -0.5368 -0.2384 -0.0244
O 0.8478 -1.3614 -1.0355
C 2.1221 -0.6649 -1.1907
C 2.3661 0.0187 0.1302
N 1.2313 0.9087 0.4657
C 1.2179 2.1639 -0.3251
C -0.0518 2.2971 -1.1691
O -0.2992 3.2890 -1.7794
O -0.8311 1.2002 -1.1489
C 1.1705 1.1423 1.9276
C 0.4354 -0.0098 2.6045
O 0.6213 -0.3449 3.7314
O -0.4785 -0.5691 1.7868
H 0.6359 -1.8919 -1.8140
H 2.9002 -1.3946 -1.4045
H 2.0328 0.0385 -2.0197
H 2.4449 -0.7378 0.9132
H 3.3082 0.5724 0.0997
H 1.2751 3.0322 0.3291
H 2.0797 2.2196 -0.9914
H 2.1595 1.2784 2.3659
H 0.5865 2.0440 2.1174
C -4.6550 -2.3697 -0.6343
C -3.3376 -1.7754 -0.5212
N -2.3006 -1.2999 -0.4321
H -4.5773 -3.4470 -0.4956
H -5.0650 -2.1518 -1.6193
H -5.3023 -1.9484 0.1337

The value obtained for the calculated total energy is -47392.4032 eV. Its expectation value of S² is 2.010. Its HOMO-LUMO gap (alpha / beta) is 9.1774 / 9.9323 eV. The spin multiplicity is 3. Its charge is +1. As for the highest occupied orbital energy (alpha / beta): -0.478 / -0.495 hartree. As for the largest force on an atom: 0.57 eV Å⁻¹.

=====

Entry 4:
A structure of composition C8H12N2PPd at a distorted geometry. Source: the Open Molecules 2025 dataset; level of theory: the ωB97M-V functional and the def2-TZVPD basis.

Geometry (Å):
C 0.8998 0.8525 -2.2046
C 0.2468 0.3231 -3.3145
C -0.3383 -0.9590 -3.2396
C -0.0203 -1.8448 -2.1842
C 0.7406 -1.4302 -1.1070
Pd 0.0435 0.2882 -0.5814
P 0.0970 2.5201 0.0050
H 1.5469 1.7622 -2.2072
H 0.1140 0.9080 -4.2433
H -0.9961 -1.2914 -4.0638
H 1.2078 -2.0746 -0.3329
H -0.3791 -2.8836 -2.2521
H -1.0229 2.9222 0.7889
H 0.2667 3.6094 -0.8859
H 1.1611 2.7629 0.9112
N -0.2054 -0.1822 3.6188
C -0.7328 -1.4159 3.2540
C -0.7876 -1.4282 1.8745
N -0.2854 -0.2088 1.4281
C 0.0800 0.5087 2.4884
H 0.0010 0.1309 4.5615
H -1.0080 -2.1880 3.9584
H -1.1098 -2.1909 1.2011
H 0.4804 1.5092 2.5267

The value obtained for the calculated total energy is -24225.1847 eV. Its expectation value of S² is 6.013. Its HOMO-LUMO gap (alpha / beta) is 6.0505 / 7.4836 eV. The spin multiplicity is 5. Its charge is +1. As for the highest occupied orbital energy (alpha / beta): -0.318 / -0.484 hartree. As for the largest force on an atom: 3.62 eV Å⁻¹.

=====

Entry 5:
The molecule C8H12N2S at a distorted geometry. Source: the Open Molecules 2025 dataset; level of theory: the ωB97M-V functional and the def2-TZVPD basis.

Geometry (Å):
C 1.5300 0.3046 -1.3148
C 1.6003 -0.7357 -0.2317
C 2.9587 -0.7316 0.5378
C 0.4689 -0.5883 0.8108
C -0.9784 -0.9568 0.1493
S -1.2317 -2.4184 -0.4900
N -1.8569 0.0788 0.1308
C -1.6922 1.4778 0.2648
C -2.8370 2.0405 0.1303
N -3.8221 1.0350 -0.0271
C -3.2081 -0.1040 -0.0895
H 2.3217 0.1749 -2.0461
H 0.4443 0.2690 -1.7473
H 1.5432 1.3245 -0.9236
H 1.5883 -1.7923 -0.8304
H 2.9368 0.1964 1.0192
H 2.8831 -1.7137 1.1523
H 3.7792 -0.8426 -0.2158
H 0.3599 0.3476 1.2482
H 0.5966 -1.4117 1.6648
H -0.6656 2.0322 0.4476
H -3.0162 3.1251 0.3041
H -3.7026 -1.1113 0.0564

The value obtained for the calculated total energy is -22304.0994 eV. Its HOMO-LUMO gap is 8.5630 eV. The spin multiplicity is 1. Its energy above the lowest of the compared OMol25 structures with the same formula, charge and spin is 40.6 kcal per mole. As for the highest occupied orbital energy: -0.327 hartree. As for the largest force on an atom: 6.49 eV Å⁻¹. As for the SMILES: CC(C)CC(=S)n1ccnc1.

=====

Entry 6:
The molecule C8H12N2S at a distorted geometry. Source: the Open Molecules 2025 dataset; level of theory: the ωB97M-V functional and the def2-TZVPD basis.

Geometry (Å):
C -1.4244 1.5126 1.6937
C -0.2308 1.5803 0.7880
C -0.0201 0.2892 -0.0317
C -1.4867 0.0359 -0.8646
N -2.2667 -0.6772 -0.0684
S -1.8945 0.4490 -2.4081
C 0.9921 0.4979 -1.3506
C 1.2631 -0.8328 -1.9118
C 1.1464 -1.9575 -1.2415
C 0.7884 -1.8710 0.1566
N 0.3588 -0.8101 0.7402
H -2.3372 1.7307 1.0295
H -1.2128 2.5144 2.2729
H -1.4497 0.7578 2.3891
H 0.6340 1.7499 1.4699
H -0.3467 2.4887 0.1684
H -1.9567 -0.9092 0.9033
H -3.1832 -0.9951 -0.3238
H 1.8464 0.7638 -0.7855
H 0.6147 1.2316 -1.9751
H 1.5871 -0.8428 -2.9496
H 1.3303 -2.9811 -1.5942
H 1.0123 -2.6324 0.8442

The value obtained for the calculated total energy is -22304.0276 eV. Its HOMO-LUMO gap is 8.3403 eV. The spin multiplicity is 1. Its energy above the lowest of the compared OMol25 structures with the same formula, charge and spin is 42.2 kcal per mole. As for the highest occupied orbital energy: -0.299 hartree. As for the largest force on an atom: 5.97 eV Å⁻¹. As for the SMILES: CC[C@@]1(C(N)=S)CC=CC=N1.

=====

Entry 7:
The ion C8H12N3 with charge +1 at a distorted geometry. Source: the Open Molecules 2025 dataset; level of theory: the ωB97M-V functional and the def2-TZVPD basis.

Geometry (Å):
C -2.7371 0.6333 -0.5385
N -1.5060 0.5863 0.2376
C -0.4168 1.6574 0.1355
C 0.8115 0.9343 0.3612
C 2.1050 1.4181 0.2512
N 3.1123 0.4617 0.0386
C 2.8402 -0.8513 -0.1738
C 1.6124 -1.3553 -0.0721
C 0.5643 -0.4512 0.2175
N -0.7720 -0.6384 0.1822
C -1.5821 -1.7962 0.3264
H -2.7384 1.6769 -0.8182
H -2.5985 -0.0128 -1.3279
H -3.5593 0.2955 0.1751
H -0.8717 2.3135 0.9632
H -0.3992 2.1567 -0.9203
H 2.3103 2.4698 0.2376
H 4.0174 0.7346 0.0755
H 3.6945 -1.4298 -0.3944
H 1.5153 -2.4207 -0.0582
H -0.9405 -2.6851 0.5273
H -2.3193 -1.7875 1.2002
H -2.1422 -1.9099 -0.6257

The value obtained for the calculated total energy is -12952.3998 eV. Its HOMO-LUMO gap is 7.6349 eV. The spin multiplicity is 1. Its energy above the lowest of the compared OMol25 structures with the same formula, charge and spin is 55.6 kcal per mole. Its charge is +1. As for the highest occupied orbital energy: -0.416 hartree. As for the largest force on an atom: 4.80 eV Å⁻¹. As for the SMILES: CN1CC2=CNC=CC2=[N+]1C.

=====

Entry 8:
The ion C8H12N3 with charge +1 at a distorted geometry. Source: the Open Molecules 2025 dataset; level of theory: the ωB97M-V functional and the def2-TZVPD basis.

Geometry (Å):
C 2.2254 -1.0678 0.7828
C 3.2488 -0.4700 0.0900
C -0.2348 -0.9548 0.6431
C 0.9958 -0.4821 0.4514
C 1.3956 0.6536 -0.4857
C -1.6309 0.9039 -0.1567
C -1.6928 1.6195 1.1545
C -1.6089 -1.0504 -1.4724
N 0.7307 1.5514 -0.9675
N 2.7747 0.5924 -0.5605
N -1.4376 -0.4611 -0.1298
H 2.5368 -1.6824 1.6526
H 4.2996 -0.8120 0.1042
H -0.3292 -1.7179 1.4874
H -1.9471 1.3245 -1.0718
H -2.7338 1.5999 1.4622
H -1.3830 2.6942 1.0679
H -1.2431 0.8715 1.8809
H -0.9696 -0.3585 -2.0414
H -1.4963 -2.1539 -1.3149
H -2.6369 -0.9389 -1.8820
H 3.3370 1.2454 -1.0925
H -2.2006 -0.9066 0.3982

The value obtained for the calculated total energy is -12948.2944 eV. Its HOMO-LUMO gap (alpha / beta) is 6.2721 / 6.2731 eV. The spin multiplicity is 1. Its energy above the lowest of the compared OMol25 structures with the same formula, charge and spin is 150.3 kcal per mole. Its charge is +1. As for the highest occupied orbital energy (alpha / beta): -0.423 / -0.423 hartree. As for the largest force on an atom: 4.75 eV Å⁻¹.